[1]
Computed, not measured: a structure of composition C29H65I2N3O10PS9, with ωB97M-V/def2-TZVPD.

```
119
C29H65I2N3O10PS9 (ωB97M-V/def2-TZVPD)
C 6.31853 4.46623 2.04157
O 6.46879 5.52225 1.02960
C 5.13347 5.93542 0.48453
C 4.68764 4.76286 -0.56141
C 3.03050 4.59875 -0.73224
C 2.34479 3.89020 0.62465
C 0.81684 4.26034 0.92022
N -0.35583 3.37581 0.65017
P -1.03558 3.91045 -0.92277
O -1.60305 5.60415 -0.88487
O -2.46961 3.11062 -1.49065
S 0.16589 3.81296 -2.44551
C -1.40215 3.96873 1.63937
C -1.26308 3.40453 3.17412
O -1.13889 1.94255 3.26790
C 0.02361 1.44351 2.45307
I 1.80782 1.88145 3.50229
C -0.28023 1.90874 0.90857
I -2.35733 0.92882 0.95763
C 0.22241 0.92436 -0.27392
C 1.67999 0.94905 -0.89385
C 1.89354 -0.26418 -2.02582
S 3.55032 -1.12548 -1.61967
C 3.08419 -2.33241 -0.25600
S 2.61949 -3.91202 -0.76275
N 3.08966 -2.05274 1.23055
C 4.01745 -1.21590 2.10218
C 3.45557 -1.40107 3.65866
N 2.20880 -2.28007 3.67915
C 2.06406 -2.61800 2.19891
H 5.53586 4.68956 2.88270
H 7.39863 4.30663 2.52108
H 6.02838 3.40315 1.59548
H 5.30468 6.99359 0.01101
H 4.44147 6.07548 1.41698
H 5.16904 3.71175 -0.38356
H 5.06351 5.11129 -1.63964
H 2.49416 5.61412 -0.95936
H 2.93003 3.89796 -1.69067
H 2.69795 2.78467 0.75445
H 3.00467 4.43800 1.46934
H 0.81343 4.70972 2.03201
H 0.64027 5.25468 0.27368
H -2.57825 5.58329 -0.58241
H -3.22435 3.25605 -0.84446
H -1.26758 5.15523 1.73182
H -2.50738 3.89902 1.19186
H -2.28865 3.68275 3.71874
H -0.43369 4.01206 3.73714
H -0.11603 0.25383 2.46269
H 0.03547 -0.19408 0.10928
H -0.55620 1.04570 -1.17363
H 2.47646 0.69143 -0.04220
H 2.07230 1.92018 -1.41017
H 1.94148 0.22437 -3.11145
H 1.01593 -1.03742 -2.03898
H 4.94003 -0.57983 1.71982
H 3.99031 -0.84395 4.56790
H 1.14003 -3.30922 1.94736
C -6.98007 3.13321 1.31562
S -5.87738 4.20146 0.35883
O -4.46855 3.82610 0.71053
C -6.27355 5.72417 1.25162
H -6.87166 2.10804 0.95316
H -6.71289 3.17256 2.37468
H -8.01392 3.45760 1.17699
H -6.05032 5.60348 2.31434
H -7.33070 5.96343 1.11483
H -5.66449 6.53429 0.84366
C -2.29669 -6.12761 1.25162
S -0.88578 -5.04870 0.90832
O -0.54210 -4.33634 2.18261
C -1.79276 -3.88453 -0.13800
H -1.97097 -6.92082 1.92900
H -3.09897 -5.55525 1.72413
H -2.65177 -6.57244 0.31924
H -2.62607 -3.45102 0.42007
H -2.16422 -4.40321 -1.02485
H -1.10987 -3.08882 -0.44487
C 7.84028 2.70911 -2.59141
S 6.16127 2.11686 -2.91184
O 5.47413 1.97018 -1.58680
C 6.64911 0.46252 -3.45760
H 7.78082 3.72764 -2.20002
H 8.32937 2.06659 -1.85488
H 8.41025 2.71328 -3.52330
H 7.21181 -0.04102 -2.66793
H 7.25811 0.54065 -4.36123
H 5.74565 -0.11026 -3.67974
C -3.90595 -10.91505 1.91952
S -4.13496 -9.82126 3.34209
O -3.58979 -8.47497 2.96833
C -2.90882 -10.63061 4.39766
H -4.55480 -10.57255 1.10971
H -2.86526 -10.88347 1.58711
H -4.18111 -11.93559 2.19536
H -1.93006 -10.61682 3.91226
H -3.21699 -11.66052 4.59216
H -2.85145 -10.08640 5.34329
C -4.78210 7.05250 -5.28470
S -4.67565 5.91443 -3.88256
O -5.51146 6.48377 -2.77501
C -2.94411 6.26318 -3.49162
H -5.80309 7.03039 -5.67357
H -4.54013 8.06808 -4.96134
H -4.09066 6.73309 -6.06775
H -2.81563 7.32722 -3.27931
H -2.31309 5.96946 -4.33369
H -2.66329 5.68184 -2.61023
C -0.85972 -9.86322 -1.87144
S -2.53873 -10.45547 -2.19187
O -3.22587 -10.60216 -0.86683
C -2.05089 -12.10981 -2.73763
H -0.91918 -8.84469 -1.48005
H -0.37063 -10.50575 -1.13491
H -0.28975 -9.85905 -2.80333
H -1.48819 -12.61335 -1.94795
H -1.44189 -12.03168 -3.64125
H -2.95435 -12.68260 -2.95976
```

Total charge = +1
Maximum force = 8.370 eV Å⁻¹
E = -6580.1855 Ha
LUMO = -3.230 eV
HOMO-LUMO gap = 6.4 eV

Results of the Mulliken charge analysis, in e, for atoms 1 through 99: C -0.401; O -0.389; C -0.427; C 0.076; C -0.457; C 0.232; C -0.842; N 1.561; P 0.902; O -0.602; O -0.489; S -0.373; C -0.048; C -0.542; O -0.326; C -0.015; I 0.142; C -2.368; I 0.390; C -0.371; C 1.005; C -0.607; S 0.014; C -0.216; S -0.071; N 0.252; C -0.092; C -0.440; N -0.464; C -0.135; H 0.210; H 0.256; H 0.090; H 0.282; H 0.216; H -0.208; H 0.311; H 0.310; H 0.063; H -0.349; H 0.189; H 0.265; H 0.416; H 0.350; H 0.319; H 0.511; H 0.035; H 0.344; H 0.326; H 0.524; H 0.346; H 0.377; H -0.043; H -0.691; H 0.413; H 0.345; H 0.336; H 0.315; H 0.367; C -1.120; S 0.504; O -0.685; C -1.045; H 0.349; H 0.332; H 0.417; H 0.364; H 0.430; H 0.303; C -1.044; S 0.619; O -0.744; C -0.634; H 0.357; H 0.340; H 0.403; H 0.277; H 0.390; H 0.019; C -1.025; S 0.467; O -0.511; C -0.973; H 0.302; H 0.310; H 0.423; H 0.300; H 0.435; H 0.255; C -0.795; S 0.378; O -0.526; C -0.937; H 0.295; H 0.222; H 0.404; H 0.294; H 0.361; H 0.321


[2]
Computed, not measured: a cluster of 2 separate species, C12H12 in total, with ωB97M-V/def2-TZVPD.

```
24
C12H12 (ωB97M-V/def2-TZVPD)
C -2.71260 -1.10375 -0.65679
C -2.49526 -1.11122 0.79911
C -2.18475 0.00607 1.40859
C -2.22717 1.23082 0.69524
C -2.35990 1.16612 -0.65796
C -2.52499 0.00220 -1.39608
C 0.98556 -0.37788 0.12825
C 1.42139 1.01874 0.05027
C 2.85125 1.35727 -0.09791
C 3.70104 0.22791 -0.02022
C 3.27008 -1.11066 -0.03970
C 1.98112 -1.38536 -0.08036
H -2.97195 -1.95325 -1.20847
H -2.40330 -2.03469 1.24276
H -1.83967 0.02020 2.51224
H -2.02854 2.11033 1.10317
H -1.98526 2.03299 -1.37363
H -2.60949 0.03008 -2.44932
H -0.10415 -0.65905 0.11041
H 0.71667 1.96334 0.58993
H 3.17773 2.44440 -0.31139
H 4.78530 0.44489 -0.05144
H 3.94253 -2.00091 -0.14538
H 1.61433 -2.31859 -0.15133
```

Total charge = 0
Maximum force = 5.049 eV Å⁻¹
E = -464.3465 Ha
LUMO = 0.963 eV
HOMO-LUMO gap = 9.9 eV

For reference, the Mulliken charges in units of e are: C -0.339; C -0.672; C 0.008; C -0.672; C -0.133; C -0.480; C 0.102; C 0.023; C -0.468; C -0.156; C -0.439; C -0.505; H 0.378; H 0.438; H 0.205; H 0.660; H 0.149; H 0.447; H 0.026; H 0.106; H 0.305; H 0.275; H 0.272; H 0.470


[3]
Computed, not measured: a structure of composition C28H25CdN3O2S2, with ωB97M-V/def2-TZVPD.

```
61
C28H25CdN3O2S2 (ωB97M-V/def2-TZVPD)
Cd 1.53758 0.15117 -2.39935
S -0.81532 0.46817 -2.39935
C -1.15462 -0.83323 -1.38065
N -2.31062 -0.90653 -0.58005
C -2.62262 -2.16113 0.08735
C -1.38292 -2.71683 0.75425
N -0.35022 -2.97523 -0.24165
C 0.46918 -4.18013 -0.02665
C 1.27228 -4.13623 1.25215
C 1.03898 -5.07283 2.27045
C 1.79598 -5.04933 3.44295
C 2.79488 -4.09243 3.60895
C 3.03798 -3.15873 2.60375
C 2.28208 -3.18033 1.43075
C -0.14132 -2.04013 -1.27795
S 1.10718 -2.17193 -2.39935
C -3.23982 0.21007 -0.34235
C -3.14522 0.72377 1.07955
C -4.26892 0.71157 1.91875
C -4.17742 1.17147 3.23395
C -2.96452 1.65267 3.72365
C -1.84362 1.68087 2.89715
C -1.93362 1.22397 1.58165
H -2.99832 -2.85133 -0.67745
H -3.41412 -2.01803 0.82955
H -1.64122 -3.64873 1.26845
H -0.97312 -2.01213 1.48685
H 1.15038 -4.37933 -0.85745
H -0.22682 -5.02883 -0.01105
H 0.26968 -5.83323 2.15605
H 1.61078 -5.78153 4.22465
H 3.38808 -4.07733 4.51945
H 3.82128 -2.41553 2.72915
H 2.49098 -2.45003 0.65195
H -4.24952 -0.16083 -0.55765
H -3.06942 1.05047 -1.01915
H -5.22522 0.34137 1.55565
H -5.05322 1.15687 3.87765
H -2.89382 2.01077 4.74735
H -0.89802 2.06137 3.27545
H -1.04882 1.25817 0.94935
O 5.51568 1.18277 -2.39935
C 4.24678 1.10767 -2.39935
O 3.51228 0.07937 -2.39935
C 3.42938 2.34687 -2.39935
C 3.97508 3.62257 -2.39935
C 3.10588 4.70637 -2.39935
C 1.72208 4.48457 -2.39935
C 0.80088 5.54797 -2.39935
C -0.56982 5.29397 -2.39935
C -1.02492 3.97987 -2.39935
C -0.10632 2.92567 -2.39935
C 1.26348 3.14827 -2.39935
N 2.09468 2.09817 -2.39935
H 5.05258 3.74947 -2.39935
H 3.51288 5.71217 -2.39935
H 1.15238 6.57627 -2.39935
H -1.27782 6.11737 -2.39935
H -2.08932 3.76487 -2.39935
H -0.45792 1.89627 -2.39935
H 0.11698 -0.88133 -2.39935
```

Total charge = 0
Maximum force = 7.579 eV Å⁻¹
E = -2360.6139 Ha
LUMO = -0.950 eV
HOMO-LUMO gap = 4.9 eV

For reference, the Mulliken charges in units of e are: Cd 0.086; S -0.829; C 0.851; N 0.273; C -1.047; C -0.637; N 0.290; C -1.650; C 0.703; C -0.367; C -0.565; C -0.376; C -0.641; C -0.165; C 0.033; S -0.669; C -1.503; C 0.732; C -0.347; C -0.574; C -0.383; C -0.750; C -0.057; H 0.352; H 0.450; H 0.505; H 0.235; H 0.528; H 0.415; H 0.338; H 0.358; H 0.363; H 0.389; H 0.446; H 0.406; H 0.376; H 0.355; H 0.370; H 0.365; H 0.392; H 0.404; O -0.707; C 0.488; O -0.489; C 0.189; C -0.573; C -0.559; C 1.303; C -0.861; C -0.531; C -0.796; C -0.735; C 0.614; N -0.361; H 0.495; H 0.437; H 0.374; H 0.389; H 0.491; H 0.797; H 0.584


[4]
Computed, not measured: the ion C5H15N5 with charge +2, with ωB97M-V/def2-TZVPD.

```
25
C5H15N5 (ωB97M-V/def2-TZVPD)
C 0.07519 0.72503 -0.46137
C 1.26522 0.08010 -0.09803
C 1.35383 -1.44444 0.02602
C -3.45953 -0.29706 -0.08195
C 2.35728 1.97378 0.90650
N -2.19013 0.30795 0.32601
N 1.26694 -2.23037 -1.01528
N 1.35694 -1.88649 1.27702
N -1.25781 0.27606 -0.90260
N 2.38968 0.62679 0.36830
H -0.00621 1.80599 -0.14263
H -4.10565 -0.05719 0.75169
H -3.78065 0.01905 -1.04670
H -3.44965 -1.41267 -0.24285
H 1.37539 2.43720 0.78230
H 2.48047 2.01289 1.98510
H 3.11531 2.73347 0.32474
H 1.09393 -1.82366 -1.97194
H 0.98992 -3.23839 -0.98455
H 1.37360 -2.88988 1.44936
H -2.31432 1.36006 0.62028
H -1.58398 0.81514 -1.73742
H -1.37728 -0.69715 -1.18961
H 1.67178 -1.21975 2.00185
H 3.24960 0.08169 0.21528
```

Total charge = +2
Maximum force = 3.647 eV Å⁻¹
E = -472.5875 Ha
LUMO = -7.478 eV
HOMO-LUMO gap = 9.0 eV

For reference, the Mulliken charges in units of e are: C -0.848; C 0.791; C 0.157; C -0.850; C -0.755; N -0.346; N -0.355; N -0.275; N -0.134; N -0.248; H 0.315; H 0.338; H 0.378; H 0.313; H 0.221; H 0.333; H 0.316; H 0.332; H 0.276; H 0.264; H 0.347; H 0.429; H 0.430; H 0.289; H 0.280